Density functional theory data (wB97M-V/def2-TZVPD) for a gas-phase ion, CH2Cl3N4 (charge +1) at a distorted geometry.

Each line ends with the Mulliken charge.
Positions of all 10 atoms, in Å:
Cl 2.75366 -0.33604 0.01505  0.00
C 1.12753 -0.03145 0.04061  0.49
N 0.22001 0.61080 0.92869  -0.02
N -1.05959 0.52539 0.42379  -0.03
Cl -1.35097 2.18133 -0.18311  0.02
N -1.07824 -0.44342 -0.56588  -0.04
Cl -1.85652 -1.88022 0.24975  0.04
N 0.28513 -0.64653 -0.87921  0.03
H 0.55027 1.15112 1.72733  0.27
H 0.40874 -1.13097 -1.75703  0.23

The relative energy (zero: lowest compared OMol25 entry of this formula, charge and spin) is 0.0 kcal per mole. The value obtained for the HOMO-LUMO gap is 0.3299 hartree. The value obtained for the total energy is -1638.44988 hartree. Its SMILES is ClC1=[NH+]N(Cl)N(Cl)N1. Its net charge is +1.

Density functional theory data (wB97M-V/def2-TZVPD) for C5H6N2O in the gas phase at a distorted geometry.

Each line ends with the Mulliken charge.
Positions of all 14 atoms, in Å:
N 0.92614 -2.79173 -1.41117  -0.52
C 0.00614 -2.73778 -0.38156  0.22
C -0.88046 -1.78008 0.40732  -0.66
C -0.36898 -0.50471 0.28930  0.49
N 0.25225 -0.02590 -0.80601  -0.36
C 0.67098 1.27706 -0.39737  -0.47
C -0.47013 1.63339 0.46204  -0.41
O -0.83782 0.36220 1.09598  -0.34
H -1.52731 -2.12344 1.12939  0.45
H 1.13133 -0.52749 -0.97770  0.37
H 1.59872 1.00564 0.44761  0.26
H 0.92783 1.99932 -1.13362  0.38
H -1.27833 1.96206 -0.05407  0.33
H -0.15037 2.25145 1.32986  0.26

The relative energy (zero: lowest compared OMol25 entry of this formula, charge and spin) is 104.0 kcal per mole. The value obtained for the HOMO-LUMO gap is 0.3262 hartree. The value obtained for the total energy is -378.70524 hartree. Its SMILES is N#C/C=C1\NCCO1. Its net charge is 0.

Density functional theory data (wB97M-V/def2-TZVPD) for a molecular structure, C15H32N6O7Ti at a distorted geometry.

Each line ends with the Mulliken charge.
Positions of all 61 atoms, in Å:
O -1.78483 3.98677 -3.85601  -0.52
H -2.08076 4.90100 -3.97628  0.28
Ti 0.39362 0.99252 -0.20566  -1.19
N 1.95882 -0.22887 -0.78237  1.54
N -0.07002 0.43652 -2.08505  1.38
N 1.15358 1.61849 1.56675  0.62
N -0.90023 2.43300 0.22017  0.61
O 3.05346 -0.28018 -0.07633  -1.01
O 2.29039 1.13288 2.20241  -0.66
O -2.01541 2.81356 -0.51894  -0.61
O -1.30607 0.73844 -2.38108  -0.96
C 0.61256 -0.62764 -2.63046  0.44
C 1.78723 -0.95874 -1.92113  0.07
C 0.23758 2.30547 2.28567  0.27
C -0.90624 2.70473 1.55852  0.90
C 2.74812 -2.04013 -2.21512  -1.69
H 2.84031 -2.73599 -1.37475  0.27
H 3.74583 -1.64216 -2.42050  0.30
H 2.42892 -2.61717 -3.07674  0.39
C 0.05478 -1.32885 -3.79836  -1.65
H -0.14702 -0.62271 -4.60015  0.31
H -0.88309 -1.83278 -3.56172  0.25
H 0.73815 -2.08055 -4.18533  0.44
C 0.44009 2.54491 3.71600  -1.81
C -2.05681 3.36365 2.18121  -1.91
H 1.49750 2.48586 3.98997  0.42
H -0.10750 1.82981 4.34725  0.28
H 0.07787 3.54085 3.98418  0.46
H -2.97731 3.21102 1.61328  0.43
H -1.87784 4.44293 2.26479  0.33
H -2.23176 2.99382 3.19611  0.43
H 2.73177 0.57278 1.48346  0.34
H -1.95899 2.25723 -1.35482  0.37
C -0.44200 4.02619 -3.33321  -0.31
H -0.00913 3.04204 -3.55742  0.02
H -0.44008 4.23319 -2.24783  0.15
H 0.19510 4.78457 -3.81142  0.39
O 1.97795 2.41339 -0.75660  -0.68
H 2.16588 2.71425 0.16242  0.44
H 2.76401 1.89387 -1.02836  0.40
C 1.49157 -1.76629 2.08684  -1.23
N 0.59356 -2.27129 1.04453  0.79
C 0.63794 -3.71629 0.85838  -0.98
C -0.49594 -4.29624 1.66046  -0.58
C -1.81321 -3.79089 1.12839  -0.80
N -1.71791 -2.39138 0.74427  0.26
C -2.97789 -1.73931 0.43421  -1.03
C -0.60443 -1.67553 0.81040  0.20
O -0.66717 -0.41248 0.56852  -0.39
H 2.50861 -1.63408 1.68843  0.21
H 1.55239 -2.52442 2.87937  0.47
H 1.11418 -0.85686 2.57355  0.33
H 0.53044 -3.94225 -0.20770  0.40
H 1.62298 -4.05118 1.17757  0.46
H -0.37964 -3.96703 2.69940  0.28
H -0.46975 -5.38671 1.64636  0.42
H -2.61160 -3.88831 1.87091  0.39
H -2.11792 -4.36552 0.24632  0.39
H -3.45773 -2.25610 -0.40372  0.34
H -3.64367 -1.78668 1.30419  0.34
H -2.79324 -0.69912 0.17277  0.18

As for the multiplicity: 3. The value obtained for the HOMO-LUMO gap (alpha / beta) is 0.2232 / 0.2416 hartree. The value obtained for the total energy is -2295.28418 hartree. Its net charge is 0.

Density functional theory data (wB97M-V/def2-TZVPD) for a molecular structure, C43H42BCl3FeGeN7S2Si at a distorted geometry.

Each line ends with the Mulliken charge.
Positions of all 101 atoms, in Å:
Fe -0.49400 1.51188 0.11885  1.95
C -3.58232 1.92077 -2.12360  -1.42
C -3.69153 1.28121 -0.77357  0.48
C -5.01294 0.96145 -0.49188  -0.86
C -5.44918 0.56791 0.75100  -1.65
C -4.47675 0.45078 1.71711  -0.48
C -3.13840 0.78889 1.41587  0.12
N -2.71232 1.10111 0.14671  1.79
C -2.13179 0.87712 2.47166  -0.11
C -2.32818 0.45862 3.79465  -0.73
C -1.29020 0.55365 4.71164  -1.74
C -0.12485 1.20545 4.32763  -1.17
C 0.00267 1.65165 3.00297  -0.06
N -0.92462 1.36833 2.07512  2.28
C 1.05003 2.54816 2.54131  0.35
C 1.96127 3.13485 3.44123  -0.51
C 2.89225 4.03603 2.94433  -1.48
C 2.88485 4.25796 1.58147  -0.78
C 1.95851 3.66875 0.72013  0.39
C 2.08484 4.07992 -0.72016  -1.37
N 1.03557 2.81119 1.20199  1.80
H -4.60259 2.21876 -2.41573  0.77
H -3.17732 1.26009 -2.89733  0.04
H -2.98481 2.84558 -2.11810  -0.07
H -5.72388 1.00238 -1.33678  0.45
H -6.52826 0.37528 0.94825  0.40
H -4.71126 0.08438 2.72554  0.38
H -3.28487 -0.03636 4.05079  0.31
H -1.40409 0.15337 5.73040  0.42
H 0.69129 1.36592 5.03001  0.45
H 1.86396 2.91272 4.51256  0.43
H 3.58387 4.55451 3.60656  0.47
H 3.61374 4.94711 1.14870  0.56
H 1.71900 5.11537 -0.84209  0.47
H 1.49406 3.45458 -1.39351  -0.34
H 3.14295 4.05938 -1.04365  0.46
C -1.79315 -0.96203 -4.12933  -0.60
N -0.36777 -0.94201 -3.89098  0.67
C 0.65024 -1.64597 -4.56191  -0.49
C 1.82433 -1.00054 -4.34939  -0.89
N 1.60509 0.12288 -3.54714  0.81
B 2.55720 1.34243 -3.37030  -0.74
N 3.59478 1.23407 -2.16528  0.73
C 4.97135 1.48123 -2.31133  -0.57
C 5.54152 1.58569 -1.08310  -0.78
N 4.56829 1.34786 -0.11711  0.58
C 4.78195 1.27120 1.30154  -0.78
C 3.37640 1.07855 -0.79080  -0.95
S 2.00979 0.45507 0.11376  -0.04
C 0.25990 0.09877 -3.20377  -0.78
S -0.47638 1.30220 -2.22990  0.16
H -2.13879 -1.96097 -4.45125  0.36
H -2.08408 -0.23774 -4.90452  0.27
H -2.28307 -0.64458 -3.19923  -0.09
H 0.44112 -2.51823 -5.16274  0.52
H 2.81268 -1.28578 -4.71333  0.57
H 1.83410 2.31093 -3.24084  0.05
H 3.20160 1.46023 -4.41033  -0.16
H 5.41336 1.57906 -3.29279  0.56
H 6.54879 1.84826 -0.78685  0.57
H 5.52071 0.48371 1.55667  0.34
H 3.82347 1.02282 1.79352  0.18
H 5.16038 2.22944 1.68892  0.37
Cl -1.13486 4.64825 -1.39845  -0.29
Si -1.41468 3.63599 0.54011  0.49
Cl -0.72910 5.04186 1.95860  -0.32
Cl -3.49825 3.96361 0.84295  -0.34
C -3.65436 -3.84114 -2.29870  -0.94
C -4.08045 -2.81127 -1.47828  -0.94
C -3.14411 -2.05773 -0.79238  0.18
C -1.77874 -2.25591 -0.96610  0.68
C -1.36974 -3.22886 -1.85181  -0.23
C -2.29937 -4.04797 -2.47775  -0.99
Ge -0.43327 -1.08812 -0.03937  3.36
C 1.11803 -2.37078 -0.22885  -0.20
C 2.23029 -2.18857 -1.04547  0.04
C 3.22183 -3.14660 -1.13841  -1.40
C 3.09980 -4.32622 -0.41396  -0.93
C 1.96220 -4.55152 0.33288  -0.90
C 0.95051 -3.60437 0.38055  -0.33
C -0.71189 -1.82189 1.81631  -1.02
C -1.90792 -2.39714 2.21537  0.17
C -2.01518 -2.99412 3.46573  -0.63
C -0.95919 -2.95442 4.35981  -0.91
C 0.21371 -2.30751 4.00011  -0.64
C 0.32803 -1.75196 2.72798  0.72
H -4.38978 -4.47870 -2.79315  0.37
H -5.14337 -2.59155 -1.31000  0.47
H -3.48514 -1.30129 -0.08644  -0.37
H -0.32195 -3.43271 -2.05575  0.39
H -1.93534 -4.87172 -3.11453  0.41
H 2.32267 -1.26908 -1.62790  0.04
H 4.09808 -2.96798 -1.78010  0.45
H 3.90074 -5.08250 -0.44924  0.39
H 1.84736 -5.48564 0.90507  0.44
H 0.03326 -3.88379 0.91235  0.41
H -2.78570 -2.38730 1.55936  0.12
H -2.95088 -3.50207 3.74204  0.42
H -1.06806 -3.41520 5.34780  0.37
H 1.05611 -2.21515 4.69850  0.44
H 1.27022 -1.26425 2.43882  0.13

As for the multiplicity: 5. The value obtained for the HOMO-LUMO gap (alpha / beta) is 0.2070 / 0.1621 hartree. The value obtained for the total energy is -7878.96275 hartree. Its net charge is +1.